{"formula": "C4H13NO2", "method": "ωB97M-V with the def2-TZVPD basis set", "symbols": ["C", "C", "C", "N", "C", "O", "H", "H", "H", "H", "H", "H", "H", "H", "H", "H", "H", "O", "H", "H"], "positions_angstrom": [[-0.31500, -1.65964, -0.61971], [0.76414, -0.77970, -1.15472], [1.62233, -0.25359, 0.00873], [0.15342, 0.36818, -1.90386], [-1.18538, 0.81474, -1.42379], [-2.18176, -0.22247, -1.87414], [-0.92360, -0.97890, -0.02124], [-0.87287, -2.03114, -1.43258], [0.05207, -2.45027, 0.07934], [1.43790, -1.38330, -1.79227], [2.50251, -0.93217, 0.23368], [2.30502, 0.51266, -0.23132], [0.99168, 0.02703, 0.81307], [0.01095, 0.12146, -2.87554], [-1.20720, 1.00328, -0.33018], [-1.31427, 1.88703, -1.90544], [-3.02745, 0.10515, -1.54124], [1.01189, 1.51559, 5.62652], [1.22079, 0.87875, 6.37031], [1.79287, 1.58735, 5.07832]], "atomic_forces_ev_per_a": [[0.646, -0.326, 1.920], [1.030, 0.616, 0.103], [1.630, -1.655, -0.991], [-0.967, 0.019, 0.800], [1.028, 0.591, -1.846], [0.670, 2.510, 0.766], [-0.329, -0.629, 0.112], [-0.819, -0.796, -0.534], [-0.115, 0.437, -0.743], [-0.423, 0.662, -0.267], [-1.734, -0.399, 0.571], [-0.075, 1.933, -0.865], [-0.176, 0.098, 1.166], [0.123, -0.011, -0.036], [0.007, -0.540, -0.569], [-0.354, -2.308, 0.595], [-0.141, -0.200, -0.176], [-0.129, -1.019, 1.455], [-0.167, 1.170, -1.493], [0.294, -0.151, 0.033]], "lowdin_charge": [-0.0982, -0.4416, -0.0767, -0.0283, -0.2351, -0.1110, 0.0630, 0.0588, 0.1021, 0.1374, 0.0965, 0.0465, 0.0591, 0.0998, 0.1114, 0.1404, 0.0761, -0.0850, 0.0654, 0.0194], "de_lowest_kcal_mol": 41.0, "smiles": "CC(C)NCO.O", "multiplicity": 1, "total_energy_ev": -9942.4196, "homo_energy_ha": -0.3359, "orbital_gap_ev": 9.9511}

***

{"formula": "C4H13NO2", "method": "ωB97M-V with the def2-TZVPD basis set", "symbols": ["C", "C", "C", "C", "N", "H", "H", "H", "H", "H", "H", "H", "H", "H", "O", "H", "H", "O", "H", "H"], "positions_angstrom": [[0.81024, -1.76930, 0.97496], [0.82036, -0.47334, 0.16865], [1.12886, -0.75746, -1.25028], [0.54908, 0.79453, 0.57289], [0.21069, 1.07815, 1.90361], [1.59001, -1.70414, 1.60374], [0.11138, -1.88196, 1.78758], [0.72898, -2.60743, 0.32825], [0.55685, -1.44270, -1.82118], [0.95715, 0.05618, -1.89788], [2.12726, -1.18856, -1.21467], [0.59634, 1.63781, -0.10426], [0.05381, 2.03419, 2.26045], [0.83241, 0.56613, 2.48190], [-0.98645, 1.46202, -2.29561], [-1.43172, 1.22663, -3.12092], [-1.41589, 1.26353, -1.48505], [-2.62303, 0.88484, 0.36051], [-2.05766, 0.61266, 1.05590], [-2.55869, 0.20820, -0.30859]], "atomic_forces_ev_per_a": [[-2.392, 1.964, -0.612], [-1.938, 0.512, -0.043], [1.091, 0.055, 0.181], [0.212, -1.144, -0.306], [-0.565, 0.587, 0.544], [3.940, -0.674, 1.594], [-1.492, 0.325, -0.147], [0.429, -0.768, -0.289], [-1.169, -1.560, 0.387], [0.857, 1.624, -0.462], [0.453, 0.291, -0.806], [-0.079, -0.166, -0.220], [0.457, -0.881, -0.901], [0.201, -0.234, 1.062], [1.530, 0.665, -1.669], [-0.369, -0.102, 0.939], [-1.194, -0.352, 0.736], [-1.048, 0.832, -1.097], [1.152, -0.455, 1.181], [-0.075, -0.517, -0.072]], "lowdin_charge": [-0.0465, -0.3241, -0.1016, -0.1903, 0.0303, 0.0335, 0.0730, 0.0706, 0.0661, 0.0422, 0.0879, 0.1132, 0.1031, 0.0626, -0.0417, 0.0552, -0.0272, -0.0295, -0.0073, 0.0306], "de_lowest_kcal_mol": 38.7, "smiles": "CC(C)=CN.O.O", "multiplicity": 1, "total_energy_ev": -9942.5193, "homo_energy_ha": -0.2892, "orbital_gap_ev": 8.6234}